{
  "formula": "C6H2",
  "method": "wB97M-V/def2-TZVPD",
  "homo_ha": -0.349,
  "multiplicity": 1,
  "total_charge": 0,
  "largest_force_ev_per_a": 3.443,
  "total_energy_ev": -6243.7729,
  "e_lumo_ev": -2.11,
  "species": ["C", "C", "C", "C", "C", "C", "H", "H"],
  "coordinates": [[2.362, -0.383, -0.022], [1.824, 0.745, -0.011], [0.085, -1.688, 0.011], [0.567, 1.121, 0.010], [-0.799, -0.725, 0.009], [-0.683, 0.726, 0.020], [-1.804, -1.152, -0.030], [-1.552, 1.357, 0.014]],
  "atomic_forces_ev_per_a": [[1.00, -1.76, -0.01], [-1.56, 3.07, 0.04], [0.08, -0.44, 0.00], [1.19, -1.91, -0.02], [-0.45, 0.51, -0.03], [-0.18, 0.62, -0.04], [0.02, -0.23, 0.03], [-0.10, 0.14, 0.03]]
}

=====

{
  "formula": "C6H20CaN10O8",
  "method": "wB97M-V/def2-TZVPD",
  "homo_ha": -0.201,
  "multiplicity": 1,
  "total_charge": 0,
  "largest_force_ev_per_a": 1.406,
  "total_energy_ev": -56275.9645,
  "e_lumo_ev": -0.01,
  "species": ["Ca", "C", "O", "O", "O", "C", "O", "N", "N", "H", "H", "H", "H", "C", "O", "N", "N", "H", "H", "H", "H", "C", "O", "N", "N", "H", "H", "H", "H", "C", "O", "N", "N", "H", "H", "H", "H", "C", "O", "N", "N", "H", "H", "H", "H"],
  "coordinates": [[0.026, 0.732, 0.232], [1.115, 3.230, 0.662], [1.117, 2.313, 1.586], [1.767, 4.295, 0.722], [0.405, 2.883, -0.403], [-0.758, -2.619, 0.991], [-0.679, -1.554, 0.407], [-0.184, -2.841, 2.210], [-1.532, -3.644, 0.532], [-0.205, -3.790, 2.533], [0.477, -2.166, 2.552], [-2.143, -3.543, -0.258], [-1.755, -4.481, 1.041], [3.182, -0.692, -0.128], [2.101, -0.257, 0.224], [3.673, -1.918, 0.251], [4.042, 0.068, -0.867], [4.541, -2.225, -0.139], [3.078, -2.530, 0.774], [3.706, 0.967, -1.166], [4.910, -0.337, -1.154], [-1.190, 0.656, 3.418], [-1.180, 0.587, 2.202], [-2.223, 0.199, 4.205], [-0.119, 1.178, 4.092], [-3.020, -0.114, 3.679], [-2.064, -0.143, 5.132], [0.506, 1.699, 3.467], [-0.343, 1.594, 4.980], [-2.601, 1.715, -1.388], [-2.145, 0.918, -0.570], [-2.101, 2.969, -1.492], [-3.571, 1.377, -2.287], [-1.286, 3.182, -0.907], [-2.612, 3.727, -1.902], [-4.145, 0.572, -2.133], [-3.883, 2.087, -2.923], [0.566, -0.259, -3.061], [0.434, 0.292, -1.978], [1.261, 0.332, -4.077], [0.065, -1.498, -3.336], [1.597, 1.269, -3.966], [1.264, -0.211, -4.919], [0.351, -1.974, -4.171], [-0.443, -2.042, -2.665]],
  "atomic_forces_ev_per_a": [[0.26, 1.09, 0.56], [0.73, 0.68, -0.23], [-0.03, -0.56, 0.90], [-0.58, -0.64, 0.02], [-0.46, 0.28, -0.44], [-0.61, 0.79, 0.43], [0.20, -0.64, -0.42], [-0.18, -0.40, -0.48], [-0.44, -1.03, -0.47], [0.37, 0.12, 0.45], [0.03, -0.04, 0.06], [0.26, 0.67, -0.10], [0.36, 0.17, 0.42], [0.47, 0.61, 0.19], [0.13, -0.82, 0.22], [-0.16, 0.55, -0.31], [-0.45, -0.72, 0.22], [0.01, -0.37, 0.17], [0.01, -0.10, -0.03], [0.19, 0.08, -0.02], [0.18, 0.44, -0.27], [1.10, 0.35, 0.68], [-1.07, -0.57, 0.09], [-0.19, 0.28, -0.79], [-0.32, -0.16, -0.09], [0.00, -0.26, 0.21], [0.01, 0.04, 0.08], [0.08, 0.16, -0.13], [0.23, 0.12, 0.03], [0.63, 1.03, 0.05], [-0.61, -0.59, -0.19], [-0.45, -0.29, 0.07], [-0.18, 0.12, -0.21], [0.64, 0.03, 0.04], [-0.07, -0.08, -0.18], [0.05, -0.05, 0.11], [-0.19, -0.11, -0.04], [0.23, 0.68, 0.95], [-0.14, -0.45, -0.85], [-0.55, -1.28, 0.18], [0.10, -0.23, -0.65], [-0.01, 0.06, -0.13], [0.42, 0.75, -0.50], [-0.08, -0.06, -0.02], [0.08, 0.34, 0.41]]
}

=====

{
  "formula": "C6H20N5O4Tl",
  "method": "wB97M-V/def2-TZVPD",
  "homo_ha": -0.562,
  "multiplicity": 1,
  "total_charge": 2,
  "largest_force_ev_per_a": 5.571,
  "total_energy_ev": -26858.5601,
  "e_lumo_ev": -12.51,
  "species": ["Tl", "O", "H", "C", "C", "C", "O", "C", "N", "H", "H", "H", "H", "H", "H", "H", "H", "H", "H", "H", "C", "O", "N", "N", "H", "H", "H", "H", "C", "O", "N", "N", "H", "H", "H", "H"],
  "coordinates": [[-0.862, -34.534, -24.064], [-0.758, -31.719, -24.191], [-1.573, -31.237, -23.950], [4.378, -33.743, -23.430], [3.004, -33.966, -22.735], [2.767, -33.101, -21.519], [3.881, -33.112, -20.662], [3.802, -32.391, -19.455], [1.973, -33.769, -23.739], [5.272, -34.012, -22.867], [4.467, -32.705, -23.750], [4.298, -34.401, -24.296], [2.829, -35.041, -22.689], [1.842, -33.593, -21.218], [2.559, -32.090, -21.870], [3.808, -31.308, -19.575], [4.630, -32.641, -18.792], [2.880, -32.638, -18.928], [2.044, -32.776, -23.906], [2.330, -34.035, -24.645], [-3.275, -37.248, -22.258], [-2.318, -36.916, -22.973], [-4.273, -36.516, -22.000], [-3.334, -38.354, -21.612], [-5.052, -36.985, -21.561], [-4.342, -35.621, -22.463], [-4.091, -38.517, -20.963], [-2.677, -39.067, -21.894], [-2.863, -32.729, -26.903], [-1.795, -33.335, -26.591], [-4.114, -33.162, -26.950], [-2.972, -31.449, -27.297], [-4.871, -32.554, -27.228], [-4.269, -34.129, -26.701], [-2.161, -30.870, -27.129], [-3.909, -31.091, -27.412]],
  "atomic_forces_ev_per_a": [[-0.04, 1.38, -0.22], [0.11, -1.40, 0.17], [-0.03, -0.15, -0.01], [-0.57, -0.15, -0.69], [0.88, -1.56, -0.51], [0.55, -0.47, -0.36], [-0.42, -0.78, -0.85], [-0.66, 0.35, 0.82], [0.06, 2.26, -1.02], [-0.43, -0.09, 0.45], [0.02, 0.05, -0.05], [0.66, 0.15, -0.27], [1.05, -0.39, 1.69], [-0.36, 0.44, 1.54], [-0.24, 0.35, 0.13], [0.04, 0.13, -0.44], [0.08, -0.27, -0.45], [-0.13, -0.10, 0.09], [-1.30, 1.03, -0.01], [-0.07, -1.21, -0.34], [2.27, 0.20, -0.75], [1.74, 0.85, -1.41], [-3.98, 3.89, 0.21], [1.15, -4.06, 1.04], [-0.32, 0.97, -0.22], [-0.51, -0.24, 0.35], [0.46, -0.54, -0.16], [-0.26, -0.24, 0.56], [-0.35, 1.21, -0.54], [-1.21, 0.36, 0.48], [-0.74, -3.54, 1.10], [2.58, 1.05, 0.33], [0.07, -0.69, 0.13], [-0.53, 0.17, -0.32], [-0.39, 0.42, -0.39], [0.80, 0.62, -0.07]]
}

=====

- Number 1 is which compound?
  C6H2